1.
An isolated ion of composition C2H7N2O2 and charge +1 in a non-equilibrium geometry. Source: the OMol25 dataset; level of theory: wB97M-V/def2-TZVPD.

Structure (XYZ):
```
13
Properties=species:S:1:pos:R:3:forces:R:3:mulliken_charge:R:1
C 1.97757 0.22617 -0.47693 -1.896 4.014 1.038 -0.660
N 0.76314 -0.30893 0.18976 -1.933 2.130 0.361 0.854
O 0.56599 -1.42353 0.55889 0.765 -0.796 -0.272 -0.496
N -0.19400 0.57995 0.36926 -1.417 -2.275 0.937 -0.345
C -1.80352 0.01102 0.51503 1.702 0.784 0.606 -0.238
O -2.05908 -0.56137 -0.67982 1.106 -2.824 0.928 -0.444
H 2.39732 -0.46155 -1.07568 1.463 -2.768 -1.801 0.344
H 2.67607 0.62894 0.28851 -0.571 -0.298 -0.510 0.305
H 1.51204 1.04743 -1.14284 1.374 -1.127 1.072 0.303
H -0.10370 1.48135 -0.02415 0.639 0.957 -0.609 0.296
H -1.73934 -0.68968 1.39635 -0.256 1.028 -0.893 0.306
H -2.33863 0.98983 0.67320 0.475 -1.268 -0.147 0.353
H -1.65386 -1.51963 -0.59158 -1.451 2.443 -0.711 0.422
```
Forces are in eV/Å.

E_HOMO ... -16.3 eV
Net charge ... +1
Max |F| ... 4.6 eV Å⁻¹


2.
An isolated molecule of C5H3N3O2 in a non-equilibrium geometry. Source: the OMol25 dataset; level of theory: wB97M-V/def2-TZVPD.

Structure (XYZ):
```
13
Properties=species:S:1:pos:R:3:forces:R:3:mulliken_charge:R:1
N 2.05023 1.83693 -1.14347 -0.819 -0.205 0.676 -0.379
C 1.15567 1.38361 -0.56902 0.627 1.370 -0.719 0.248
C 0.08784 0.59660 0.01366 -0.809 -0.166 2.582 -0.411
C 0.10488 -0.65868 -0.75379 -0.275 -2.291 -0.596 -0.410
C 1.14196 -1.50400 -0.84566 -0.398 1.455 0.582 0.381
C 0.94971 -2.75351 -1.40199 0.446 -0.577 -0.175 0.160
N 0.81714 -3.84505 -1.69331 -0.265 -1.415 -0.647 -0.384
N 2.57825 -1.19678 -0.43428 -2.962 0.736 -2.977 0.826
O 3.22944 -1.01423 -1.44111 1.086 -0.415 1.012 -0.443
O 2.77243 -0.96672 0.70591 1.259 0.128 1.717 -0.504
H -0.98368 0.97270 0.04490 1.689 0.283 -0.263 0.359
H 0.37493 0.36522 1.13471 -0.522 0.456 -2.079 0.210
H -0.80813 -1.03354 -1.30050 0.943 0.640 0.887 0.348
```
Forces are in eV/Å.

E_HOMO ... -11.0 eV
Max |F| ... 4.3 eV Å⁻¹


3.
A 2-piece molecular cluster, C4H14N2O overall in a non-equilibrium geometry. Source: the OMol25 dataset; level of theory: wB97M-V/def2-TZVPD.

Structure (XYZ):
```
21
Properties=species:S:1:pos:R:3:forces:R:3:mulliken_charge:R:1
C 2.34317 -1.41762 0.61404 -0.880 -0.268 0.163 -0.867
N 1.52761 -0.25794 0.23751 -0.006 -0.236 -0.016 -0.439
C 0.39633 -0.08239 1.13683 -0.418 0.387 0.397 -0.823
C -0.40438 1.18439 0.82051 -0.223 -0.151 -0.568 -0.471
C -1.43352 1.00705 -0.33531 0.873 -0.510 -0.315 -0.385
N -2.78069 1.49164 -0.06699 -0.183 -0.045 0.328 -0.651
H 2.38476 -1.52323 1.70838 0.559 0.189 -0.054 0.325
H 1.85112 -2.34020 0.29141 0.057 0.106 -0.276 0.255
H 3.31184 -1.35425 0.13123 0.153 -0.055 0.186 0.368
H 2.11525 0.56242 0.32870 -0.085 0.104 -0.198 0.247
H -0.30104 -0.92173 1.04790 0.272 -0.238 0.033 0.415
H 0.74600 -0.05125 2.18158 -0.106 -0.057 -0.004 0.486
H 0.32094 1.96979 0.59256 -0.206 0.236 0.094 0.220
H -1.01225 1.48621 1.67432 0.348 -0.009 0.292 0.414
H -1.45662 -0.06422 -0.56175 -0.390 0.028 0.114 0.125
H -1.06473 1.41338 -1.28149 0.016 0.366 0.220 0.276
H -3.34357 0.76033 0.35192 0.026 -0.038 -0.085 0.252
H -2.76036 2.22438 0.63555 0.034 0.134 -0.234 0.259
O 0.28290 -1.52240 -2.18814 -0.364 -0.046 0.500 -0.682
H 0.53271 -1.06397 -1.36335 0.425 0.165 -0.287 0.341
H -0.59784 -1.85755 -1.97902 0.097 -0.063 -0.288 0.333
```
Forces are in eV/Å.

E_HOMO ... -9.3 eV
Max |F| ... 1.1 eV Å⁻¹


4.
C50H60F3NPPdSSb as an isolated structure in a non-equilibrium geometry. Source: the OMol25 dataset; level of theory: wB97M-V/def2-TZVPD.

Structure (XYZ):
```
118
Properties=species:S:1:pos:R:3:forces:R:3:mulliken_charge:R:1
Pd -8.18229 -20.65968 -3.59601 -0.059 -0.154 0.545 1.096
C -14.27762 -16.40541 -2.60487 0.074 -0.678 1.197 -1.398
C -12.80696 -16.58565 -2.10980 0.056 -1.034 -0.455 0.208
C -12.54673 -16.07199 -0.71723 -0.147 0.271 0.584 -1.876
C -12.31434 -18.03803 -2.23192 -0.704 -0.303 1.169 -1.148
C -12.03683 -18.64720 -3.48831 0.095 0.898 0.489 0.052
C -11.57640 -19.95170 -3.68520 0.642 -1.311 0.828 0.650
C -11.42997 -20.41992 -5.09885 0.050 0.526 -0.649 1.075
C -10.57684 -19.51662 -6.00173 0.358 0.165 0.160 -1.856
C -12.80244 -20.57254 -5.71536 -1.341 0.486 0.112 -1.617
C -11.38286 -20.77096 -2.56437 -0.205 0.218 -0.603 0.738
C -11.91296 -20.25280 -1.33781 -0.433 0.399 1.610 -0.710
C -12.19464 -18.87005 -1.11757 0.294 0.333 -1.821 0.537
C -12.41376 -21.20589 -0.29847 0.315 -0.678 -0.144 0.763
C -13.87151 -21.56924 -0.75826 -0.125 0.640 0.491 -1.549
C -12.37506 -20.75588 1.17538 -0.109 -0.076 -0.341 -1.856
C -11.06670 -22.24619 -2.60598 -0.014 -0.146 -1.108 0.418
C -12.07088 -22.99691 -3.23194 0.657 -0.598 0.194 -0.470
C -11.95154 -24.37373 -3.44363 -0.626 -0.266 -0.868 -1.505
C -10.90378 -25.09283 -2.89835 0.425 0.648 0.372 -1.037
C -9.94610 -24.35809 -2.18112 0.205 -0.554 -0.078 -0.805
C -9.91914 -22.96015 -2.16290 0.716 0.566 0.960 1.249
P -8.20767 -22.20653 -1.73696 -0.907 0.247 -0.960 -0.082
C -8.09291 -21.35450 -0.05142 0.347 0.439 -0.322 2.622
C -8.78213 -22.21082 1.01860 0.355 0.283 -0.310 -1.554
C -6.65442 -21.03281 0.41505 -0.399 0.229 -0.491 -2.072
C -8.76411 -19.97117 -0.18679 -0.327 -0.966 -1.186 -1.678
C -6.86154 -23.45353 -2.06622 0.313 -0.650 -1.101 1.900
C -6.98858 -24.27739 -3.38764 -0.355 -0.365 0.054 -1.625
C -6.63844 -24.47297 -0.93666 1.318 0.742 0.065 -1.358
C -5.57698 -22.61974 -2.31214 -0.607 -0.439 0.384 -2.281
H -14.52652 -15.35714 -2.71254 0.106 0.211 0.041 0.444
H -14.96678 -16.83633 -1.83960 0.432 0.276 -0.555 0.334
H -14.48733 -16.89560 -3.54904 0.127 -0.114 -0.204 0.386
H -12.15339 -16.03539 -2.76234 0.321 0.417 -0.683 0.459
H -13.29468 -16.43605 -0.00073 0.220 0.040 -0.053 0.444
H -12.60126 -14.98587 -0.70052 -0.109 0.068 0.004 0.409
H -11.53745 -16.34145 -0.36961 -0.289 0.032 -0.014 0.421
H -12.07456 -18.03536 -4.36574 -0.267 0.447 -0.375 0.799
H -10.97583 -21.38970 -5.09605 0.338 -0.700 0.191 -0.433
H -11.08422 -18.60075 -6.30721 -0.096 -0.063 0.023 0.575
H -10.27478 -20.03216 -6.91695 -0.282 -0.079 -0.038 0.500
H -9.64506 -19.21367 -5.51844 0.135 0.082 0.216 0.135
H -13.33970 -19.61816 -5.84636 0.432 -0.053 0.122 0.362
H -13.49749 -21.16979 -5.12369 0.200 -0.180 0.024 0.295
H -12.75758 -20.99539 -6.69924 0.152 -0.367 -0.571 0.540
H -12.36115 -18.49767 -0.12202 -0.219 -0.085 0.139 0.725
H -11.84543 -22.14822 -0.44280 -0.225 0.423 0.358 0.184
H -14.55999 -20.72628 -0.61435 0.281 -0.054 -0.020 0.429
H -14.23469 -22.37521 -0.12947 0.029 -0.219 -0.013 0.480
H -13.91375 -21.85301 -1.80064 -0.043 -0.187 -0.114 0.243
H -13.12989 -20.01499 1.40190 -0.246 0.274 -0.103 0.557
H -11.41520 -20.33724 1.47192 0.146 -0.099 -0.048 0.297
H -12.61126 -21.59523 1.82986 0.143 -0.109 -0.137 0.419
H -12.95586 -22.50733 -3.58461 -0.213 0.181 -0.181 0.349
H -12.69041 -24.85706 -4.10637 0.316 0.154 0.658 0.470
H -10.76038 -26.16472 -3.03376 -0.337 0.241 0.151 0.496
H -9.18047 -24.91884 -1.63960 -0.127 0.292 -0.436 0.482
H -8.28240 -23.16602 1.12125 0.129 -0.158 0.256 0.385
H -9.81176 -22.40318 0.79459 -0.700 -0.098 -0.242 0.176
H -8.75855 -21.66506 1.96098 0.147 -0.104 0.133 0.510
H -6.10720 -21.90808 0.66472 0.547 -0.786 0.252 0.464
H -6.77496 -20.45669 1.32744 0.089 0.103 0.167 0.594
H -6.05236 -20.43407 -0.27868 -0.329 -0.026 0.018 0.318
H -9.79557 -20.07187 -0.54328 0.148 0.173 0.124 0.096
H -8.21967 -19.28900 -0.86359 -0.089 -0.313 0.302 -0.405
H -8.77379 -19.58458 0.80024 -0.134 0.765 0.897 1.034
H -7.76517 -25.03967 -3.35437 -0.160 0.066 0.103 0.405
H -6.05948 -24.86765 -3.51534 -0.281 0.575 0.025 0.614
H -7.15819 -23.68178 -4.30083 0.342 -0.031 0.472 0.196
H -7.42761 -25.16730 -0.74586 -0.737 -0.189 0.128 0.239
H -6.37019 -23.93039 -0.02037 -0.048 -0.470 -0.079 0.351
H -5.77889 -25.09990 -1.24102 -0.233 0.360 0.290 0.539
H -5.58791 -22.12551 -3.26784 -0.243 0.400 -0.427 0.186
H -4.75685 -23.30294 -2.34494 0.644 -0.565 0.058 0.637
H -5.37759 -21.92415 -1.53288 0.225 0.623 0.503 0.487
F -1.08398 -16.93272 -1.88307 1.004 0.192 0.504 -0.240
C -2.22018 -17.41510 -2.24241 -1.827 -0.441 -0.516 0.227
C -2.24472 -18.63246 -3.00352 0.031 2.463 1.652 -0.744
C -3.44194 -19.01371 -3.48521 -1.800 -0.426 -0.198 -0.431
C -4.61390 -18.25563 -3.24836 -0.533 0.032 -0.603 0.407
C -4.57544 -17.10014 -2.44250 -0.988 -0.847 -0.228 -0.423
C -3.39860 -16.68439 -1.88844 1.624 -0.921 -0.756 -0.733
Sb -6.55375 -18.62037 -4.25272 1.721 0.844 0.699 1.725
C -6.04025 -18.53310 -6.28150 0.735 -0.602 -0.319 -0.166
C -4.80629 -19.12393 -6.64445 0.264 -0.125 0.562 -0.120
C -4.39445 -19.16076 -7.96434 0.074 -0.213 0.096 -0.972
C -5.28153 -18.68197 -8.90967 0.141 0.154 -0.639 0.272
F -4.95423 -18.78125 -10.17880 0.197 -0.045 -0.331 -0.284
C -6.49123 -18.09777 -8.61522 -0.109 0.085 0.476 -0.849
C -6.86306 -18.00418 -7.28534 -0.197 -0.506 0.064 -0.105
C -7.58267 -16.84051 -3.90167 -0.693 0.099 0.441 0.186
C -8.39183 -16.70314 -2.75517 -0.122 0.734 -0.579 -0.310
C -8.98959 -15.48161 -2.47591 0.018 0.020 0.235 -0.715
C -8.75231 -14.40325 -3.32428 0.023 0.062 0.870 0.160
F -9.19397 -13.21295 -2.96685 -0.343 0.063 -0.018 -0.296
C -7.97612 -14.50662 -4.43987 0.562 -0.430 -1.023 -0.823
C -7.41705 -15.74827 -4.74659 -0.032 0.475 0.432 -0.630
H -1.35197 -19.18433 -3.11431 0.850 -0.438 -0.331 0.568
H -3.49724 -19.92110 -4.05125 -0.028 -0.435 -0.130 0.347
H -5.50425 -16.56249 -2.28545 0.186 0.161 0.202 0.475
H -3.31923 -15.81224 -1.26818 0.084 0.279 0.092 0.520
H -4.12192 -19.54988 -5.89200 -0.525 0.395 -0.445 0.126
H -3.43351 -19.54550 -8.31092 -0.252 0.021 0.309 0.521
H -7.09338 -17.72685 -9.42268 -0.237 0.170 -0.158 0.553
H -7.82423 -17.58658 -7.04468 -0.233 0.269 0.114 0.580
H -8.55299 -17.50876 -2.07419 -0.011 -0.529 0.349 0.395
H -9.56803 -15.28295 -1.57130 0.142 -0.264 -0.243 0.629
H -7.77305 -13.63538 -5.05740 -0.076 -0.133 0.115 0.519
H -6.76548 -15.80265 -5.58851 0.317 -0.077 -0.558 0.610
S -8.92419 -23.71455 -7.13599 -0.236 -0.846 -1.742 0.013
C -7.95970 -22.41396 -7.66758 -0.718 -3.218 -2.243 -0.139
C -7.70315 -21.58898 -6.63752 -0.603 1.840 4.119 -1.055
N -8.32942 -21.90135 -5.45390 0.486 0.058 -1.395 1.385
C -9.04167 -23.04386 -5.60664 0.825 1.594 0.804 -0.459
H -7.54483 -22.41025 -8.67454 -0.176 0.180 0.128 0.527
H -7.10305 -20.70793 -6.69915 0.475 0.480 0.030 0.306
H -9.60800 -23.45877 -4.78168 -0.124 -0.195 0.023 -0.017
```
Forces are in eV/Å.

E_HOMO (alpha / beta) ... -18.0 / -17.6 eV
Net charge ... +4
⟨S²⟩ ... 6.0468
2S+1 ... 5
Max |F| ... 4.6 eV Å⁻¹